# 1
{
  "formula": "C43H47GaN3O5Te",
  "method": "ωB97M-V/def2-TZVPD",
  "elements": ["Te", "Ga", "O", "O", "O", "O", "O", "N", "N", "N", "C", "C", "C", "C", "C", "C", "C", "C", "C", "C", "C", "C", "C", "C", "C", "C", "C", "C", "C", "C", "C", "C", "C", "C", "C", "C", "C", "C", "C", "C", "C", "C", "C", "C", "C", "C", "C", "C", "C", "C", "C", "C", "C", "H", "H", "H", "H", "H", "H", "H", "H", "H", "H", "H", "H", "H", "H", "H", "H", "H", "H", "H", "H", "H", "H", "H", "H", "H", "H", "H", "H", "H", "H", "H", "H", "H", "H", "H", "H", "H", "H", "H", "H", "H", "H", "H", "H", "H", "H", "H"],
  "coordinates": [[2.95931, 1.18922, -1.24419], [0.29355, -0.37212, -0.29716], [-1.92433, 1.34517, 1.13278], [3.62950, -0.58076, 1.60883], [-0.30062, 1.40995, -0.87332], [-1.44355, -1.25408, -0.21584], [-3.47918, -2.09729, 0.04715], [-1.94794, 2.25010, 0.25101], [-1.19160, 2.34227, -0.77416], [1.69423, 0.31088, 0.74212], [2.25136, -2.48003, -3.09934], [-2.71850, 4.54545, -0.24323], [-2.63813, -1.48664, -0.60585], [-2.91298, 3.31597, 0.37210], [1.17591, 6.86972, 1.24775], [3.00722, -2.04382, -5.35804], [2.42324, 3.08895, -0.44060], [-2.28046, -0.17346, -2.78763], [5.69226, 3.19895, -1.41132], [4.46294, -1.58392, -3.51835], [1.24083, 5.18670, -0.62102], [1.22775, -2.99724, -2.08501], [2.02426, -2.46914, -4.47079], [3.50045, 2.09562, -4.31226], [4.21633, 2.64663, -5.37478], [1.60048, -1.16502, 2.69420], [-4.80926, 5.29782, 0.69253], [3.94915, 2.24932, -2.99211], [3.49212, -2.03267, -2.63965], [4.22872, -1.59248, -4.88763], [-4.97946, 4.06547, 1.30650], [-3.03278, -1.04816, -2.01403], [-0.16011, -3.17805, -2.70618], [5.82964, 3.51956, -3.87130], [-3.82394, -0.41140, -4.61896], [-4.58386, -1.28521, -3.85195], [-3.67569, 5.53282, -0.07799], [2.38861, -0.44199, 1.58114], [6.14738, 3.94463, -6.33773], [1.73125, -4.37608, -1.61449], [1.61198, 3.96801, -1.17570], [1.10783, 3.64947, -2.55406], [-4.19224, -1.59374, -2.55917], [2.21806, 1.38164, -4.66336], [-4.02706, 3.06815, 1.15560], [3.69614, 2.60602, 1.73460], [5.13599, 2.97461, -2.79296], [2.43137, 4.68794, 1.36566], [2.83419, 3.45592, 0.84591], [1.14450, -2.07749, -0.89466], [1.63419, 5.56445, 0.65494], [-2.67564, 0.14801, -4.07949], [5.38593, 3.36157, -5.17655], [-0.85904, -3.48812, -1.92907], [5.04508, 3.85937, -0.83163], [1.89093, -2.32965, -0.13768], [6.52854, 3.16206, -6.99971], [0.10648, 6.84666, 1.47128], [2.75434, 4.95444, 2.36815], [6.99949, 4.53082, -5.99086], [0.17708, 4.18616, -2.74490], [1.46734, 2.10185, -5.00146], [-5.54995, 6.07745, 0.82123], [-1.82766, 4.70947, -0.83067], [2.38185, 0.67016, -5.47309], [-4.77014, -2.26410, -1.93817], [0.56757, -1.37142, 2.41172], [1.70415, 7.08453, 2.17763], [3.68476, -1.99401, -1.57450], [3.84360, 2.50573, -6.38754], [0.60742, 5.85077, -1.20334], [-2.07407, 0.83380, -4.66341], [-5.48198, -1.72958, -4.26536], [-1.38419, 0.27648, -2.38495], [5.51452, 4.59963, -6.94192], [0.91572, 2.58309, -2.65390], [-0.53312, -2.24289, -3.12493], [1.82114, -5.07173, -2.45436], [2.10956, -2.09042, 2.97105], [4.97775, -1.21602, -5.57270], [5.75086, 2.26237, -0.85512], [-4.11111, 2.10096, 1.63031], [2.80053, -2.04089, -6.42227], [1.34732, 7.70131, 0.56010], [-3.52905, 6.49662, -0.54890], [-0.15949, -3.93787, -3.49391], [6.74358, 4.07824, -3.68546], [2.70777, -4.28274, -1.13805], [5.39491, -1.19579, -3.12645], [1.80677, 0.83700, -3.81542], [6.68685, 3.64741, -1.46134], [1.07052, -2.79577, -4.86364], [4.52307, 3.20676, 2.12794], [1.57967, -0.51269, 3.57135], [-4.12565, -0.16874, -5.63157], [-5.85854, 3.87578, 1.90948], [1.03334, -4.79499, -0.88661], [4.09574, 1.72288, 1.24506], [1.84164, 3.93300, -3.31266], [3.11091, 2.24133, 2.58029]],
  "atomic_forces_ev_per_a": [[0.257, 0.063, -0.046], [-0.167, -0.119, 0.580], [0.019, -0.129, 0.013], [0.208, 0.041, 0.125], [0.090, -0.031, -0.608], [-0.180, 0.296, 0.046], [-0.029, -0.034, -0.006], [0.182, 0.103, -0.061], [-0.144, -0.247, 0.175], [-0.027, 0.089, -0.102], [0.021, 0.051, 0.063], [-0.040, -0.024, -0.001], [-0.035, -0.016, 0.149], [0.035, -0.090, 0.000], [-0.001, 0.034, 0.008], [0.020, 0.029, -0.016], [-0.040, -0.111, 0.077], [0.048, 0.008, 0.026], [0.036, -0.008, 0.033], [0.028, 0.033, 0.015], [-0.031, 0.017, 0.011], [-0.206, -0.116, 0.023], [-0.019, -0.088, -0.030], [-0.054, -0.013, -0.022], [0.032, -0.023, -0.038], [0.091, -0.051, -0.069], [0.026, 0.024, -0.008], [-0.015, -0.054, 0.150], [0.015, 0.072, -0.031], [-0.023, 0.009, -0.015], [0.002, -0.009, -0.006], [-0.006, -0.035, -0.016], [0.008, 0.013, -0.024], [0.008, 0.005, -0.032], [0.005, 0.022, -0.036], [-0.018, -0.012, -0.014], [-0.033, 0.000, 0.020], [-0.277, -0.120, 0.141], [0.014, -0.001, -0.045], [-0.062, -0.063, -0.020], [-0.016, 0.003, -0.069], [-0.010, 0.024, -0.027], [-0.015, 0.023, 0.024], [-0.017, -0.076, -0.034], [-0.004, 0.050, 0.006], [0.071, -0.027, 0.026], [0.024, 0.013, 0.023], [0.016, 0.009, -0.009], [-0.005, 0.048, -0.042], [0.338, 0.249, -0.352], [-0.008, 0.016, -0.020], [-0.004, -0.005, -0.016], [-0.001, 0.028, 0.017], [-0.009, -0.010, 0.006], [-0.032, 0.023, 0.020], [0.032, 0.033, 0.023], [-0.003, 0.003, 0.003], [-0.021, -0.010, 0.001], [0.006, 0.009, 0.027], [0.013, 0.008, 0.006], [-0.019, 0.030, -0.021], [-0.020, -0.003, 0.012], [-0.012, 0.008, -0.007], [0.036, 0.002, 0.004], [0.017, -0.018, -0.033], [-0.006, -0.023, 0.014], [-0.017, 0.000, -0.006], [0.009, 0.004, 0.011], [-0.010, -0.004, 0.043], [-0.012, 0.007, -0.015], [-0.018, 0.026, -0.009], [0.002, 0.014, -0.006], [-0.016, 0.000, -0.005], [0.001, -0.010, 0.005], [-0.004, -0.004, 0.000], [-0.030, 0.056, 0.031], [0.005, 0.021, -0.011], [0.001, -0.008, -0.025], [0.001, -0.001, 0.004], [0.026, -0.004, -0.021], [-0.001, -0.015, 0.008], [0.005, -0.004, -0.008], [-0.005, 0.006, -0.017], [0.001, 0.006, -0.004], [-0.003, 0.024, -0.006], [-0.005, -0.009, 0.000], [0.018, 0.010, 0.000], [0.024, -0.001, 0.008], [0.021, 0.001, -0.002], [0.015, -0.020, -0.018], [0.018, 0.016, 0.002], [-0.012, 0.017, 0.002], [-0.010, -0.005, 0.021], [-0.003, 0.008, 0.000], [-0.002, 0.003, -0.002], [-0.012, 0.003, 0.015], [-0.016, 0.002, 0.027], [-0.010, -0.040, -0.041], [-0.020, 0.009, 0.015], [-0.029, -0.029, 0.013]],
  "charge": -2,
  "spin_multiplicity": 2,
  "e_homo_ev": [-1.6, -1.6],
  "e_tot_ev": -119728.964,
  "e_lumo_ev": [4.1154, 4.1152],
  "orbital_gap_ha": [0.211, 0.211]
}



# 2
{
  "formula": "C5H14N2",
  "method": "ωB97M-V/def2-TZVPD",
  "elements": ["N", "N", "C", "C", "C", "C", "C", "H", "H", "H", "H", "H", "H", "H", "H", "H", "H", "H", "H", "H", "H"],
  "coordinates": [[1.03925, -0.74735, -0.28934], [-2.70839, 0.50863, -0.85262], [-0.09217, 0.72442, 1.42234], [-3.55281, 0.04949, 0.21390], [3.48467, -0.72022, -0.63604], [2.22500, 0.05572, -0.21440], [-0.10894, -0.06989, 0.09815], [-1.01991, 1.27887, 1.55408], [4.29088, -0.51065, 0.06005], [-2.81946, 0.47796, 0.94766], [-4.56662, 0.44947, 0.27048], [2.07191, 0.94360, -0.84903], [0.73044, 1.43118, 1.38884], [-0.35719, 0.65396, -0.73365], [3.62209, -0.59999, -1.70829], [2.39089, 0.36039, 0.83072], [-3.59219, -1.03452, 0.30963], [3.28018, -1.78841, -0.51871], [-0.03831, 0.00480, 2.23770], [-0.95856, -0.74465, 0.11213], [-2.95873, 1.45025, -1.14989]],
  "atomic_forces_ev_per_a": [[-0.440, 0.715, -0.008], [-0.147, -0.773, -1.890], [-0.086, 0.002, -0.525], [1.673, 0.976, -0.155], [-1.285, -0.628, 0.022], [0.427, -0.722, 0.069], [-0.192, -1.123, 0.882], [0.017, 0.073, -0.173], [0.479, 0.366, -0.634], [-1.206, -0.548, 1.237], [0.169, 0.375, 0.218], [0.178, 0.174, 0.304], [0.020, 0.039, 0.477], [-0.670, 0.343, -0.138], [0.804, 0.277, 0.134], [-0.217, 0.353, -0.125], [0.255, -0.035, -0.117], [-0.118, 0.050, 0.136], [0.390, 0.162, 0.140], [0.130, -0.171, -0.127], [-0.180, 0.094, 0.274]],
  "charge": 0,
  "spin_multiplicity": 1,
  "e_homo_ev": -6.7,
  "e_tot_ev": -8385.182,
  "e_lumo_ev": -2.4710,
  "orbital_gap_ha": 0.154
}



# 3
{
  "formula": "C2H8N3O",
  "method": "ωB97M-V/def2-TZVPD",
  "elements": ["O", "N", "N", "N", "C", "C", "H", "H", "H", "H", "H", "H", "H", "H"],
  "coordinates": [[-1.12785, 1.47831, 1.41293], [0.07348, 1.39958, 1.40752], [-0.49535, 0.24554, -1.01038], [-1.54553, -0.62643, -1.07807], [0.63530, 0.16364, -0.38169], [1.10874, -0.93590, 0.39970], [0.35527, -1.00944, 1.21178], [-0.78502, 1.19125, -1.29552], [1.23483, 1.03193, -0.56625], [0.75160, 1.75887, 2.18422], [2.13682, -0.81956, 0.89297], [1.02390, -1.95033, -0.23191], [-1.25066, -1.54324, -1.07800], [-2.11553, -0.38423, -1.86731]],
  "atomic_forces_ev_per_a": [[2.300, 0.671, 1.371], [-0.328, -0.187, -0.559], [0.415, 1.358, -0.320], [-0.949, 1.604, 0.838], [-0.341, 1.628, -1.447], [0.406, -3.470, 0.522], [0.476, -0.571, -0.262], [0.467, -0.696, -0.153], [0.371, 0.061, -0.133], [-2.202, 0.226, 0.237], [-1.532, -0.094, -1.158], [0.463, 2.080, 1.496], [0.654, -2.424, -0.139], [-0.201, -0.186, -0.294]],
  "charge": 1,
  "spin_multiplicity": 1,
  "e_homo_ev": -13.7,
  "e_tot_ev": -8709.881,
  "e_lumo_ev": -5.2421,
  "orbital_gap_ha": 0.310
}



# 4
{
  "formula": "C5H16N2O",
  "method": "ωB97M-V/def2-TZVPD",
  "elements": ["O", "N", "N", "C", "C", "C", "C", "C", "H", "H", "H", "H", "H", "H", "H", "H", "H", "H", "H", "H", "H", "H", "H", "H"],
  "coordinates": [[2.09284, -2.55685, 0.49736], [-0.05968, 2.11026, 1.69665], [-0.29063, -1.33462, 1.24376], [-0.67711, -0.05820, 0.68059], [-0.92156, -0.13724, -0.88067], [0.24813, -0.56736, -1.73923], [-1.56129, 1.18717, -1.31937], [0.44528, 0.98930, 0.88584], [0.55279, -1.72484, 0.82784], [-1.67166, -0.93791, -0.90501], [-1.88299, 1.77886, -0.46647], [-1.55825, 0.32473, 1.17833], [2.32546, -2.40047, 1.41505], [0.50915, -1.61913, -1.66963], [-1.03671, -2.01239, 1.19615], [-0.89495, 1.88763, -1.82528], [-2.49585, 1.02210, -1.85553], [0.74079, 1.45437, -0.05824], [0.37284, 2.98701, 1.44063], [0.18075, -0.24586, -2.77981], [1.12890, 0.00736, -1.41823], [2.88883, -2.76458, 0.00751], [0.12922, 2.00724, 2.68379], [1.43570, 0.60344, 1.16398]],
  "atomic_forces_ev_per_a": [[0.024, -0.201, -0.185], [0.288, 0.141, 0.295], [0.061, -0.038, 0.697], [2.275, -0.155, -1.609], [-1.462, -0.204, 1.092], [1.078, 0.902, 0.334], [-0.408, 0.246, 0.317], [-0.015, 0.985, -0.152], [-0.681, 0.287, -0.143], [-0.200, 0.160, -0.494], [-0.011, -0.102, 0.450], [-0.252, -0.037, -0.050], [0.301, -0.067, 0.093], [-0.146, -0.089, -0.026], [-0.040, -0.080, -0.100], [0.042, -0.365, -0.488], [0.289, 0.064, -0.569], [-0.531, -0.038, -0.244], [0.089, -0.010, -0.151], [-0.566, -0.359, -0.086], [0.108, -0.271, 0.098], [0.247, -0.004, 0.091], [-0.077, -0.285, 0.120], [-0.414, -0.482, 0.709]],
  "charge": 0,
  "spin_multiplicity": 1,
  "e_homo_ev": -8.3,
  "e_tot_ev": -10471.614,
  "e_lumo_ev": 0.6334,
  "orbital_gap_ha": 0.327
}



# 5
{
  "formula": "C23H25ClEuN2P",
  "method": "ωB97M-V/def2-TZVPD",
  "elements": ["Eu", "Cl", "P", "N", "N", "C", "C", "C", "C", "C", "C", "C", "C", "C", "C", "C", "C", "C", "C", "C", "C", "C", "C", "C", "C", "C", "C", "C", "H", "H", "H", "H", "H", "H", "H", "H", "H", "H", "H", "H", "H", "H", "H", "H", "H", "H", "H", "H", "H", "H", "H", "H", "H"],
  "coordinates": [[-1.09035, 0.66916, 1.78539], [0.00586, 1.67675, 3.80925], [0.03263, 1.04407, -0.79906], [0.22213, -1.44857, 2.78575], [1.34989, -2.11260, 3.22418], [0.36128, 5.01755, 0.14894], [1.57730, 0.54751, -1.46955], [-3.66923, -1.14486, -2.38862], [-1.46164, 4.75124, -1.49015], [0.51478, 3.62204, 0.21223], [2.24790, -4.27021, 4.01550], [-2.42449, -1.33076, -2.99481], [-2.16161, -2.00511, 2.40060], [3.11749, 0.75015, -3.30067], [1.10705, -3.39917, 3.56824], [3.84839, -0.16821, -1.12103], [-0.61844, 5.54385, -0.70405], [4.10388, 0.23944, -2.44539], [-2.74498, 0.39451, -0.76826], [-1.26336, 3.37162, -1.49318], [2.54639, -0.06081, -0.63444], [-3.82931, -0.33891, -1.26223], [-0.75797, -2.37705, 2.78706], [-0.22532, 2.80794, -0.71315], [1.83532, 0.92328, -2.79565], [-1.48148, 0.21553, -1.39367], [-1.31504, -0.69654, -2.45359], [-0.24738, -3.60865, 3.28195], [1.02868, 1.37463, -3.37479], [-2.52076, -2.51329, 1.47676], [-2.42143, -0.91535, 2.13622], [2.43367, -5.14517, 3.35586], [2.24244, -0.37956, 0.37146], [5.10974, 0.11851, -2.83045], [3.18825, -3.68988, 3.95997], [1.01223, 5.67845, 0.75850], [-0.74220, 6.60225, -0.74103], [-4.80670, -0.27103, -0.78664], [-0.75472, -4.52485, 3.44276], [4.66057, -0.55396, -0.47949], [1.19824, 3.12882, 0.94255], [-2.85622, -2.07525, 3.26407], [2.22356, -1.67624, 3.47438], [2.27612, -4.71250, 5.04137], [-0.29658, -0.89588, -2.81115], [0.36775, -2.25715, -0.85901], [-0.38911, -2.32607, -0.90011], [3.32165, 1.02533, -4.34345], [-2.26027, 5.17861, -2.12046], [-1.87252, 2.68406, -2.09461], [-2.90549, 1.16086, 0.01794], [-2.29500, -1.96360, -3.87797], [-4.52159, -1.66492, -2.81426]],
  "atomic_forces_ev_per_a": [[1.865, 0.350, 0.839], [-0.304, 0.161, -0.498], [-0.709, -0.217, 1.262], [0.088, -0.518, -0.375], [-1.059, -0.040, 0.024], [0.139, -0.692, 0.167], [0.383, -0.376, -0.269], [0.051, -0.269, -0.207], [-0.052, -0.500, -0.069], [0.034, -0.400, -0.481], [1.193, -0.618, 0.197], [0.221, 0.119, 0.114], [-1.282, 0.797, -0.363], [-0.110, -0.099, 0.129], [-0.817, 0.186, -0.481], [-0.187, 0.009, -0.178], [0.082, -0.331, 0.035], [0.078, -0.224, 0.061], [0.419, -0.224, -0.470], [0.266, -0.090, -0.004], [-0.271, 0.538, -0.329], [0.060, 0.193, 0.189], [1.606, 0.007, 0.739], [-0.535, 0.786, 0.712], [0.239, 0.066, 0.335], [0.531, 0.177, -0.065], [0.000, 0.259, 0.189], [0.419, 0.738, -0.087], [0.334, -0.066, -0.066], [0.071, -0.073, 0.953], [0.304, -1.697, 0.388], [-0.499, 0.625, 0.133], [0.365, 0.153, -0.392], [-0.025, 0.084, 0.034], [-0.425, -0.112, -0.019], [-0.715, -0.545, -0.433], [-0.051, 0.609, -0.009], [0.208, 0.110, -0.168], [-0.474, -0.513, 0.002], [-0.572, 0.191, -0.558], [-0.346, 0.601, -0.750], [0.301, -0.692, -0.622], [-0.218, 0.656, -0.284], [-0.791, 0.679, -0.655], [-0.610, 0.179, -0.103], [-0.566, -0.180, 0.100], [0.737, -0.091, 0.169], [0.123, -0.174, 0.591], [0.613, -0.113, 0.495], [0.223, 0.600, 0.073], [-0.107, -0.297, -0.584], [-0.221, 0.166, 0.405], [-0.008, 0.109, 0.185]],
  "charge": 2,
  "spin_multiplicity": 7,
  "e_homo_ev": [-14.8, -14.8],
  "e_tot_ev": -68360.770,
  "e_lumo_ev": [-9.3199, -6.3074],
  "orbital_gap_ha": [0.201, 0.311]
}



| no. | M (g/mol) |
| --- | --- |
| 1 | 883.2 |
| 2 | 102.2 |
| 3 | 90.1 |
| 4 | 120.2 |
| 5 | 547.9 |